[1]
Computed, not measured: a structure of composition C5H3KO3 at a distorted geometry, with ωB97M-V with the def2-TZVPD basis set.

XYZ file:
```
12
Properties=species:S:1:pos:R:3
C 0.5300 -0.6259 -1.4796
C -0.2403 -1.6177 -1.7436
O -1.1467 -2.3358 -1.9603
C 0.7955 0.8107 -1.3159
C 0.6706 0.6129 0.1652
O -0.4104 0.6767 0.8175
C -0.6383 -1.5378 2.1390
O -1.2135 -0.9031 2.9108
K -1.7716 1.8903 3.0865
H 1.8177 1.0651 -1.6321
H 0.0170 1.4477 -1.7561
H 1.5899 0.5169 0.7686
```

The relative energy (zero: lowest compared OMol25 entry of this formula, charge and spin) is 7.3 kJ/mol. The spin multiplicity is 2. The net charge is +1. For the HOMO energy (spin up / spin down), the calculation gives -0.46473 / -0.45031 hartree. The total energy is -27691.6963 eV. For the LUMO energy (spin up / spin down), the calculation gives -0.141 / -0.191 Eh.

Mulliken atomic charge list, values in e, 5 entries:
1. C -0.56
2. C 0.82
3. O -0.35
4. C -0.16
5. C -0.12

[2]
Computed, not measured: an isolated molecule of C5H3N at a distorted geometry, with ωB97M-V with the def2-TZVPD basis set.

XYZ file:
```
9
Properties=species:S:1:pos:R:3
C 1.4383 -1.2804 1.3091
C 1.0370 -0.4906 0.4903
C 0.2329 0.0506 -0.5172
C -0.5972 1.1178 -0.3268
C -1.9304 0.0297 -0.9193
N -1.7070 1.2338 -1.1719
H 1.8576 -1.9184 2.0306
H 0.2290 -0.4732 -1.4617
H -0.5603 1.7307 0.5669
```

The relative energy (zero: lowest compared OMol25 entry of this formula, charge and spin) is 263.4 kJ/mol. For the HOMO energy, the calculation gives -0.34532 hartree. The total energy is -6717.9936 eV. For the LUMO energy, the calculation gives 0.004 Eh.

Mulliken atomic charge list, values in e, 5 entries:
1. C -0.12
2. C -0.34
3. C -0.16
4. C -0.10
5. C -0.11

[3]
Computed, not measured: an isolated molecule of C5H3N at a distorted geometry, with ωB97M-V with the def2-TZVPD basis set.

XYZ file:
```
9
Properties=species:S:1:pos:R:3
C -0.9182 0.3413 0.3584
C -0.3953 0.5776 -0.9629
C 1.2148 -0.7187 0.3279
C 0.0813 -0.4698 1.1039
C 0.8789 0.1125 -1.1428
N 1.9566 -0.4749 -0.6879
H -1.8820 0.7039 0.7279
H -0.8071 1.0673 -1.7897
H -0.1290 -1.1391 2.0653
```

As for the SMILES: c1cc2nc-2c1. The relative energy (zero: lowest compared OMol25 entry of this formula, charge and spin) is 258.3 kJ/mol. For the HOMO energy, the calculation gives -0.29940 hartree. The total energy is -6718.0458 eV. For the LUMO energy, the calculation gives 0.006 Eh.

Mulliken atomic charge list, values in e, 5 entries:
1. C -0.19
2. C -0.53
3. C 0.31
4. C -0.49
5. C 0.32

[4]
Computed, not measured: an isolated molecule of C5H3N at a distorted geometry, with ωB97M-V with the def2-TZVPD basis set.

XYZ file:
```
9
Properties=species:S:1:pos:R:3
C -0.9083 -1.7283 -0.2259
C 0.1092 -1.1636 0.1799
C -2.2517 1.0577 0.2824
C 1.0255 0.0138 0.4659
C -0.0529 0.2356 -0.4497
N -1.1270 0.9088 0.0007
H 1.1204 0.4960 1.4584
H 2.0028 -0.2683 -0.1218
H 0.0820 0.4483 -1.5899
```

The relative energy (zero: lowest compared OMol25 entry of this formula, charge and spin) is 402.8 kJ/mol. For the HOMO energy, the calculation gives -0.39227 hartree. The total energy is -6716.5480 eV. For the LUMO energy, the calculation gives 0.011 Eh.

Mulliken atomic charge list, values in e, 5 entries:
1. C -0.46
2. C 0.11
3. C -0.04
4. C -0.45
5. C 0.09

[5]
Computed, not measured: an isolated molecule of C5H3N at a distorted geometry, with ωB97M-V with the def2-TZVPD basis set.

XYZ file:
```
9
Properties=species:S:1:pos:R:3
C 0.9673 1.2900 0.0040
C 1.2223 -0.8779 -0.0018
C -0.2456 1.1781 -0.0153
C 0.0194 -1.0749 -0.0215
C -1.0386 -0.0492 -0.0093
N -2.2901 -0.1040 0.0171
H 1.8418 1.8858 0.0024
H 2.2261 -1.2156 0.0013
H -2.7027 -1.0323 0.0230
```

As for the SMILES: C#CC(=N)C#C. The relative energy (zero: lowest compared OMol25 entry of this formula, charge and spin) is 448.9 kJ/mol. For the HOMO energy (spin up / spin down), the calculation gives -0.32848 / -0.32898 hartree. The total energy is -6716.0710 eV. For the LUMO energy (spin up / spin down), the calculation gives -0.041 / -0.038 Eh.

Mulliken atomic charge list, values in e, 5 entries:
1. C -0.39
2. C -0.51
3. C -0.26
4. C -0.10
5. C 0.83

[6]
Computed, not measured: an isolated molecule of C5H3N at a distorted geometry, with ωB97M-V with the def2-TZVPD basis set.

XYZ file:
```
9
Properties=species:S:1:pos:R:3
C 0.2963 -0.5204 -0.0010
C 0.2196 -1.5405 0.6557
C 2.2089 -1.8921 1.6680
C -1.0448 1.4412 -0.4562
C -0.1862 0.5021 -0.8457
N 1.0974 -2.1620 1.4060
H -1.3698 2.2204 -1.1218
H -1.4531 1.4443 0.5421
H 0.2317 0.5071 -1.8471
```

The relative energy (zero: lowest compared OMol25 entry of this formula, charge and spin) is 255.8 kJ/mol. For the HOMO energy, the calculation gives -0.34971 hartree. The total energy is -6718.0722 eV. For the LUMO energy, the calculation gives -0.012 Eh.

Mulliken atomic charge list, values in e, 5 entries:
1. C -0.01
2. C 0.27
3. C 0.00
4. C -0.62
5. C -0.28

Which of these has the highest relative energy (zero: lowest compared OMol25 entry of this formula, charge and spin)?
number 5